C60H48Cl2F2NP3SeSiTi | ωB97M-V with the def2-TZVPD basis set

```
! wB97M-V def2-TZVPD RIJCOSX def2/J DEFGRID3
* xyz -2 3
Ti -0.14 0.37 -1.35
C 4.11 -4.87 3.41
C 3.86 -5.44 2.17
C 3.23 -4.72 1.18
C 2.83 -3.40 1.41
C 3.15 -2.82 2.63
C 3.78 -3.54 3.63
P 1.77 -2.39 0.29
C 2.38 -3.02 -1.32
C 1.50 -3.17 -2.38
C 1.96 -3.57 -3.62
C 3.32 -3.79 -3.82
C 4.21 -3.60 -2.78
C 3.75 -3.20 -1.54
C 0.21 -3.34 0.46
C 0.11 -4.71 0.23
C -1.11 -5.35 0.39
C -2.22 -4.64 0.79
C -2.12 -3.28 1.02
C -0.91 -2.61 0.87
Si -0.75 -0.70 0.83
C 0.39 -0.37 2.35
C 0.38 -1.20 3.46
C 1.22 -0.99 4.54
C 2.13 0.07 4.50
C 2.16 0.90 3.40
C 1.29 0.70 2.33
P 1.23 1.92 0.96
C 1.63 3.39 1.98
C 2.91 3.93 2.19
C 3.10 4.95 3.10
C 2.04 5.47 3.81
C 0.76 4.96 3.60
C 0.57 3.92 2.72
C 2.90 1.68 0.22
C 3.38 2.67 -0.63
C 4.59 2.52 -1.28
C 5.33 1.36 -1.10
C 4.85 0.36 -0.27
C 3.65 0.52 0.39
C -2.43 -0.03 1.52
C -3.09 -0.61 2.59
C -4.38 -0.25 2.95
C -5.06 0.69 2.18
C -4.42 1.32 1.14
C -3.10 1.00 0.83
P -2.19 1.99 -0.40
C -2.09 3.65 0.37
C -1.14 4.53 -0.19
C -0.88 5.75 0.38
C -1.55 6.15 1.53
C -2.50 5.30 2.08
C -2.75 4.06 1.53
C -3.55 2.25 -1.61
C -4.12 1.13 -2.21
C -5.12 1.26 -3.15
C -5.57 2.53 -3.52
C -4.98 3.65 -2.95
C -3.98 3.52 -2.01
H 4.57 -5.46 4.19
H 4.14 -6.47 1.99
H 3.08 -5.17 0.21
H 2.89 -1.78 2.81
H 4.00 -3.08 4.58
H 0.44 -2.98 -2.22
H 1.27 -3.73 -4.43
H 3.68 -4.09 -4.80
H 5.27 -3.77 -2.93
H 4.45 -3.04 -0.73
H 0.96 -5.27 -0.12
H -1.19 -6.41 0.16
H -3.18 -5.13 0.89
H -3.01 -2.71 1.26
H -0.28 -2.06 3.47
H 1.20 -1.65 5.39
H 2.81 0.23 5.33
H 2.88 1.72 3.38
H 3.75 3.52 1.65
H 4.10 5.33 3.26
H 2.20 6.26 4.53
H -0.08 5.37 4.15
H -0.42 3.49 2.60
H 2.81 3.59 -0.75
H 4.96 3.31 -1.92
H 6.28 1.24 -1.62
H 5.43 -0.54 -0.13
H 3.29 -0.27 1.03
H -2.57 -1.37 3.17
H -4.86 -0.72 3.80
H -6.09 0.93 2.42
H -4.96 2.05 0.55
H -0.63 4.23 -1.09
H -0.14 6.41 -0.07
H -1.33 7.10 2.00
H -3.04 5.60 2.97
H -3.46 3.40 2.02
H -3.76 0.14 -1.93
H -5.55 0.38 -3.60
H -6.35 2.64 -4.26
H -5.31 4.64 -3.25
H -3.53 4.40 -1.57
F -1.05 0.70 -2.83
Cl 2.44 4.49 -4.01
C 1.97 2.81 -3.67
Cl 0.79 2.70 -2.36
H 2.86 2.27 -3.37
H 1.51 2.41 -4.58
Se -2.23 -2.21 -2.14
C -3.06 -3.00 -3.62
C -2.35 -3.35 -4.78
C -3.02 -3.94 -5.83
N -4.32 -4.21 -5.83
C -4.99 -3.89 -4.73
C -4.43 -3.30 -3.62
H -1.29 -3.15 -4.83
H -2.49 -4.21 -6.74
H -6.05 -4.13 -4.75
H -5.04 -3.07 -2.76
F 1.53 -0.01 -1.76
*
```

Its expectation value of S² is 2.010. Its orbital gap (spin up / spin down) is 3.505 / 5.171 eV. Its energy relative to the best compared isomer or geometry (same formula, charge and spin) is 0.353 eV. The total energy is -219178.557 eV. The calculation puts the lowest unoccupied orbital energy (spin up / spin down) at 0.143 / 0.143 Eh.